Model w:
DFT (ωB97M-V with the def2-TZVPD basis set) results for 2 unconnected molecules or ions with the total composition Cl3O2P.

The HOMO energy (alpha / beta) comes out at -0.3800 / -0.3362 Eh. Its LUMO energy (alpha / beta) is -2.025 / -2.372 eV. As for the orbital gap (alpha / beta): 0.3056 / 0.2490 Eh.

```
6
Properties=species:S:1:pos:R:3:lowdin_charge:R:1
P -0.8287 -0.0602 0.2237 -0.108
Cl -2.0395 0.6850 -1.1735 0.332
Cl 2.8938 0.3274 0.1894 0.564
O -1.0211 0.1320 1.6519 -0.398
O 1.5699 0.7939 -0.6275 -0.800
Cl -0.5743 -1.8780 -0.2641 0.411
```

Model x:
DFT (ωB97M-V with the def2-TZVPD basis set) results for a molecular structure, Cl3O2P.

The HOMO energy (alpha / beta) comes out at -0.3797 / -0.3559 Eh. Its LUMO energy (alpha / beta) is -1.827 / -2.761 eV. As for the orbital gap (alpha / beta): 0.3126 / 0.2544 Eh.

```
6
Properties=species:S:1:pos:R:3:lowdin_charge:R:1
Cl 2.5077 -0.5892 -0.7802 0.670
O 2.4121 -0.5480 0.7298 -0.665
O -1.2736 -0.3595 -0.1659 -0.832
Cl -1.9484 -1.1635 1.6960 0.169
Cl -0.4642 2.0164 1.0558 0.227
P -0.3870 0.7677 -0.4857 0.430
```

Preferred: model w; penalty for the next structure: 0.0733 hartree.

Model w:
DFT (ωB97M-V with the def2-TZVPD basis set) results for C3H6INS in the gas phase.

Its SMILES is SC1CN(I)C1. The HOMO energy comes out at -0.3139 Eh. Its LUMO energy is 0.085 eV. As for the orbital gap: 0.3170 Eh.

```
12
Properties=species:S:1:pos:R:3:lowdin_charge:R:1
H 0.1072 1.2605 -1.4888 0.108
C -0.2638 1.0425 -0.4531 -0.311
H -1.1718 1.7060 -0.1352 0.134
H -1.9697 -2.3801 -0.7953 -0.117
C -0.6433 -0.3769 0.0167 -0.638
S -0.8392 -1.6826 -1.2352 0.696
H 1.4575 -1.0293 0.0401 0.092
H 0.9192 -0.8217 1.7316 0.116
H -1.5204 -0.6045 0.6369 0.090
C 0.7639 -0.4396 0.6886 -0.267
I 2.3805 2.2681 0.4232 0.776
N 0.7801 1.0576 0.5706 -0.678
```

Model x:
DFT (ωB97M-V with the def2-TZVPD basis set) results for C3H6INS in the gas phase.

Its SMILES is SC1CN(I)C1. The HOMO energy comes out at -0.3242 Eh. Its LUMO energy is -0.055 eV. As for the orbital gap: 0.3222 Eh.

```
12
Properties=species:S:1:pos:R:3:lowdin_charge:R:1
C -0.1041 -0.0156 0.9209 -0.665
C -0.2284 -1.0832 -0.1610 -0.215
H -0.0140 -2.1122 0.1047 0.102
C 0.8136 0.7905 -0.0033 -0.334
N 1.0454 -0.3972 -0.8320 -0.585
H 0.2901 1.6075 -0.5087 0.087
I 1.0550 -0.1877 -2.8746 0.738
S -1.6258 0.7660 1.5285 0.734
H -1.1274 -1.0027 -0.7668 0.080
H -2.2490 0.8477 0.3505 -0.143
H 1.7397 1.1718 0.4330 0.108
H 0.4048 -0.3849 1.8088 0.094
```

Model y:
DFT (ωB97M-V with the def2-TZVPD basis set) results for C3H6INS in the gas phase.

Its SMILES is SC1CN(I)C1. The HOMO energy comes out at -0.3229 Eh. Its LUMO energy is -0.057 eV. As for the orbital gap: 0.3209 Eh.

```
12
Properties=species:S:1:pos:R:3:lowdin_charge:R:1
S 1.8073 0.4109 1.4508 0.705
N -1.2034 -0.1452 -0.8244 -0.548
C 0.0695 1.0194 -0.6662 -0.216
C 0.1377 0.4523 0.7062 -0.695
H 0.1056 -1.6623 -0.0494 0.085
H -0.1951 2.0102 -0.7301 0.065
H -0.7159 1.0139 1.3314 0.155
H 2.0361 -0.9336 1.7074 -0.121
C -0.5486 -0.8613 0.2562 -0.352
H -1.2645 -1.3572 0.9152 0.108
H 0.9267 0.8475 -1.3256 0.079
I -1.1554 -0.7949 -2.7717 0.736
```

Preferred: model x; penalty for the next structure: 0.0210 hartree.

Model w:
DFT (ωB97M-V with the def2-TZVPD basis set) results for C5H13N3 in the gas phase.

Its SMILES is C=CC(N)(N)N(C)C. The HOMO energy comes out at -0.2915 Eh. Its LUMO energy is 0.966 eV. As for the orbital gap: 0.3270 Eh.

```
21
Properties=species:S:1:pos:R:3:lowdin_charge:R:1
C 0.4918 -0.5166 0.6492 -0.566
C -0.7051 -0.6680 -1.7950 -0.147
H -0.7648 1.9829 -1.6107 0.082
H 0.2075 -0.9090 -2.3701 0.074
N 1.8863 -0.5829 0.3882 0.103
C -1.0345 0.9395 1.9108 0.022
N 0.0067 -1.8157 0.9631 0.099
H 2.2899 0.3289 0.2289 0.080
H -1.1915 -1.5960 -1.4928 0.064
H 0.9093 1.4101 -1.6963 0.073
C 0.0165 1.4608 -1.0477 -0.155
H -1.8933 0.5896 1.3650 0.061
H 0.2813 2.0556 -0.1714 0.069
C 0.1811 0.4130 1.7622 -0.130
H 0.2301 -2.4930 0.2475 0.076
H -1.2380 1.6889 2.6592 0.054
H 2.1229 -1.2188 -0.3622 0.082
N -0.4430 0.1561 -0.6353 -0.215
H 1.0329 0.7335 2.3458 0.105
H -0.9912 -1.8084 1.1291 0.088
H -1.3949 -0.1505 -2.4676 0.079
```

Model x:
DFT (ωB97M-V with the def2-TZVPD basis set) results for C5H13N3 in the gas phase.

Its SMILES is C/C(N)=C(\C)N(C)N. The HOMO energy comes out at -0.2546 Eh. Its LUMO energy is 1.042 eV. As for the orbital gap: 0.2929 Eh.

```
21
Properties=species:S:1:pos:R:3:lowdin_charge:R:1
C 0.4354 -0.3711 1.8757 -0.076
H 1.4652 -2.7631 -1.1029 0.049
N -0.1582 -0.8362 -1.9307 0.075
H -2.3717 1.9558 -0.7734 0.082
N -0.7808 1.1504 0.1694 -0.248
C -0.0086 -0.2742 0.4519 -0.203
H 0.6995 2.4737 -0.5780 0.073
N -1.7197 1.1787 -0.9079 -0.028
H 0.5820 -0.9910 -2.6075 0.091
H -0.1522 0.3225 2.4850 0.077
H 0.2049 -3.1433 0.0934 0.065
H -0.5831 0.1055 -2.0408 0.061
C 0.9725 -2.4209 -0.1897 -0.015
H 0.2707 -1.3749 2.2772 0.074
H -0.6558 3.2683 0.2642 0.073
H 1.4914 -0.1065 1.9801 0.081
C 0.2707 -0.9521 -0.6374 -0.331
H 0.5715 2.4044 1.1943 0.072
C -0.0033 2.3823 0.2641 -0.116
H 1.7425 -2.3257 0.5761 0.054
H -2.2729 0.3175 -0.8634 0.090
```

Model y:
DFT (ωB97M-V with the def2-TZVPD basis set) results for C5H13N3 in the gas phase.

Its SMILES is C=C[C@H](N)[C@@H](N)NC. The HOMO energy comes out at -0.2379 Eh. Its LUMO energy is 0.804 eV. As for the orbital gap: 0.2674 Eh.

```
21
Properties=species:S:1:pos:R:3:lowdin_charge:R:1
H -2.6391 -1.5483 -1.2124 0.021
H 1.1950 -2.1827 1.2249 0.073
C -1.0757 1.8069 0.6256 -0.148
H -1.0819 -1.9667 0.4076 0.097
C 0.7068 -0.9997 -0.3710 -0.354
N -0.4433 0.5398 0.9733 -0.106
H -0.4877 2.6644 0.9628 0.068
C -1.8601 -0.8076 -1.0742 -0.070
H -1.1727 1.8800 -0.4605 0.056
H -0.9078 0.0869 1.7579 0.108
H 2.4496 1.7960 -0.3000 0.095
H 2.2898 -2.2818 -0.0205 0.070
H 1.7688 0.2126 1.1709 0.128
C -0.8425 -1.0708 -0.1762 -0.229
N 1.3062 -2.1978 0.2131 0.033
C 1.1339 0.3175 0.2926 -0.248
H -1.9099 0.1192 -1.6335 0.013
N 1.5692 1.3574 -0.5370 0.080
H 0.9600 -0.9782 -1.4368 0.133
H -2.0839 1.8728 1.0387 0.080
H 1.1254 1.3802 -1.4453 0.098
```

Preferred: model w; penalty for the next structure: 0.0465 hartree.

Model w:
DFT (ωB97M-V with the def2-TZVPD basis set) results for a molecular structure, C5H3ClOS.

The HOMO energy comes out at -0.3501 Eh. Its LUMO energy is -1.649 eV. As for the orbital gap: 0.2895 Eh.

```
11
Properties=species:S:1:pos:R:3:lowdin_charge:R:1
H 0.5624 0.3794 -1.8828 0.118
C -0.5778 1.0351 -0.1173 -0.821
C -0.3245 0.9860 1.3206 -0.200
O -1.4568 -1.5562 -1.7935 -0.025
C -0.3414 -1.4148 -1.1008 -0.205
S -1.1223 2.3713 -0.8387 0.802
C 0.0996 0.5754 2.4911 0.144
H 0.4870 0.1300 3.4232 0.051
H 0.4003 -2.4059 -0.4863 0.200
Cl 1.9765 -0.0108 -0.1638 0.612
C 0.2971 -0.0894 -0.8515 -0.677
```

Model x:
DFT (ωB97M-V with the def2-TZVPD basis set) results for C5H3ClOS in the gas phase.

The HOMO energy comes out at -0.3457 Eh. Its LUMO energy is 0.319 eV. As for the orbital gap: 0.3574 Eh.

```
11
Properties=species:S:1:pos:R:3:lowdin_charge:R:1
C 0.6658 -0.3364 1.0559 -0.129
C -0.8355 -0.3654 0.7782 -0.433
C 1.1527 -0.1416 -0.1571 -0.767
H -1.5003 -0.4967 1.6086 0.104
H 0.1975 0.0890 -2.2267 0.096
Cl 2.8109 0.0861 -0.4919 0.690
C -0.0046 0.0329 -1.1915 -0.365
S -1.1253 -1.3381 -0.7092 0.988
O -1.6952 1.8123 -0.4333 0.084
H 1.2813 -0.2053 2.0092 0.146
C -0.9473 0.8633 -0.2422 -0.416
```

Preferred: model x; penalty for the next structure: 0.1215 hartree.

Model w:
DFT (ωB97M-V with the def2-TZVPD basis set) results for a molecular structure, C5H6O2.

The HOMO energy comes out at -0.3594 Eh. Its LUMO energy is 0.875 eV. As for the orbital gap: 0.3916 Eh.

```
13
Properties=species:S:1:pos:R:3:lowdin_charge:R:1
H -1.2089 -0.2797 -1.5598 0.138
H -0.7803 1.1410 1.2220 0.115
C 0.8365 -0.3271 -0.4538 -0.246
H -1.2760 -1.9251 0.8820 0.149
C -1.2806 0.3679 0.6427 -0.043
O 1.9196 1.6081 -1.3347 0.069
H -2.3645 0.4453 0.6124 0.112
C 1.6556 0.9432 -0.3641 -0.191
O 0.6808 -1.0058 0.8068 -0.041
C -0.7369 -1.0168 0.6324 -0.237
C -0.6740 -0.1939 -0.6221 -0.125
H 1.9906 1.2240 0.6565 0.136
H 1.2779 -0.9930 -1.2059 0.164
```

Model x:
DFT (ωB97M-V with the def2-TZVPD basis set) results for C5H6O2 in the gas phase.

The HOMO energy comes out at -0.3308 Eh. Its LUMO energy is 0.141 eV. As for the orbital gap: 0.3360 Eh.

```
13
Properties=species:S:1:pos:R:3:lowdin_charge:R:1
H 1.7793 -0.7190 0.7334 0.140
H -1.4120 1.8639 0.4922 0.115
H 2.1994 0.1322 -0.7770 0.133
H -2.5146 -0.1581 1.3658 0.068
C -1.4762 -0.1750 1.0477 0.050
C 0.5712 1.0143 0.2684 -0.398
H -0.9498 -1.1211 1.1477 0.070
O 1.1684 2.0595 0.4160 0.095
O 0.6177 -1.2046 -0.8668 -0.175
C 1.3767 -0.2146 -0.1505 -0.119
H -0.5045 -1.6525 -2.3135 0.027
C -0.8817 0.9189 0.5743 -0.092
C 0.0262 -0.7439 -1.9376 0.086
```

Model y:
DFT (ωB97M-V with the def2-TZVPD basis set) results for C5H6O2 in the gas phase.

The HOMO energy comes out at -0.3459 Eh. Its LUMO energy is -1.150 eV. As for the orbital gap: 0.3037 Eh.

```
13
Properties=species:S:1:pos:R:3:lowdin_charge:R:1
H 0.0694 2.2313 -1.1135 0.122
C 0.0727 1.2547 0.8546 0.141
H -0.3331 -2.1437 0.1390 0.122
H -0.9293 -0.7961 -0.8743 0.127
H -1.2491 -0.0463 1.4082 0.159
O 1.9662 -1.9100 -0.9658 0.073
O -1.7106 2.2900 -0.0825 0.010
C -0.5415 1.9412 -0.2322 -0.367
H 1.4598 0.0337 -1.1518 0.127
C -0.1609 -1.1044 -0.1530 -0.139
C -0.1954 -0.1663 1.0700 -0.222
H 0.3569 -0.5853 1.9170 0.112
C 1.1949 -0.9990 -0.8157 -0.265
```

Model z:
DFT (ωB97M-V with the def2-TZVPD basis set) results for a molecular structure, C5H6O2.

The HOMO energy (alpha / beta) comes out at -0.2949 / -0.2709 Eh. Its LUMO energy (alpha / beta) is 0.388 / 0.415 eV. As for the orbital gap (alpha / beta): 0.3091 / 0.2862 Eh.

```
13
Properties=species:S:1:pos:R:3:lowdin_charge:R:1
H -1.3928 1.8263 0.5845 0.123
C 0.1600 0.3840 -0.0127 -0.310
H -1.3359 1.5706 -1.1814 0.125
C 2.3547 -0.0995 -0.0925 -0.015
H 3.2689 0.0532 -0.6397 0.060
C -1.7709 -0.2778 0.0454 -0.357
H 2.3341 -0.4329 0.9349 0.074
C -0.4095 -0.9651 0.2779 -0.037
H -0.2986 -1.4557 1.2526 0.120
O -2.9044 -0.6662 0.0537 0.113
O 1.3345 0.6659 -0.4646 -0.018
H -0.1113 -1.6993 -0.4994 0.138
C -1.1326 1.1091 -0.2076 -0.015
```

Preferred: model w; penalty for the next structure: 0.0521 hartree.